# C31H42BrCl2IMnNO4S

A molecular structure, C31H42BrCl2IMnNO4S (ωB97M-V/def2-TZVPD, OMol25).

Each line ends with the Löwdin charge.
Cartesian coordinates (Å):
Mn  0.362  0.206  -1.588  0.8979
C  -2.108  -1.518  5.844  -0.0426
C  -2.246  -0.115  5.237  -0.5595
C  -1.389  0.856  6.053  -0.0665
C  -3.706  0.350  5.320  -0.0448
C  -1.811  -0.174  3.781  -0.1784
C  -0.719  0.535  3.302  -0.0831
C  -0.379  0.426  1.975  -0.5194
Br  1.110  1.444  1.304  0.8097
C  -1.072  -0.368  1.036  -0.3713
O  -0.715  -0.358  -0.206  -0.2672
C  -2.184  -1.106  1.535  -0.0798
C  -2.503  -0.974  2.876  0.0046
C  -3.034  -2.041  0.678  -0.5276
C  -2.633  -2.118  -0.799  -0.0554
C  -4.500  -1.576  0.730  -0.0412
C  -2.917  -3.463  1.253  -0.0409
H  -2.353  -1.494  6.903  0.0818
H  -1.086  -1.873  5.732  0.0902
H  -2.766  -2.231  5.353  0.0766
H  -1.733  0.863  7.084  0.0824
H  -1.471  1.868  5.663  0.0862
H  -0.345  0.554  6.049  0.0841
H  -4.012  0.432  6.361  0.0819
H  -4.380  -0.341  4.820  0.0746
H  -3.816  1.327  4.854  0.0889
H  -0.127  1.178  3.929  0.0903
H  -3.350  -1.531  3.244  0.1014
H  -2.738  -1.157  -1.300  0.0696
H  -3.287  -2.828  -1.308  0.0876
H  -1.605  -2.465  -0.920  0.0892
H  -4.591  -0.571  0.321  0.0855
H  -4.886  -1.568  1.745  0.0717
H  -5.118  -2.246  0.136  0.0837
H  -1.882  -3.797  1.212  0.0904
H  -3.524  -4.150  0.666  0.0830
H  -3.254  -3.509  2.285  0.0727
C  4.849  -2.557  -1.094  -0.0524
C  3.537  -2.861  -0.361  -0.6313
C  3.013  -4.249  -0.752  -0.0489
C  3.745  -2.779  1.157  -0.0476
C  2.537  -1.874  -0.761  -0.0965
C  1.684  -1.088  -1.120  -0.0482
H  5.590  -3.324  -0.875  0.0819
H  5.240  -1.590  -0.783  0.0781
H  4.679  -2.530  -2.169  0.0848
H  3.741  -5.019  -0.504  0.0816
H  2.815  -4.285  -1.821  0.0870
H  2.087  -4.463  -0.224  0.0849
H  4.460  -3.534  1.481  0.0825
H  2.804  -2.947  1.678  0.0860
H  4.121  -1.797  1.438  0.0833
Cl  -0.292  0.106  -6.692  0.5972
C  -1.178  -0.599  -5.342  -1.0099
Cl  -1.061  -2.371  -5.382  0.6047
C  -0.629  -0.152  -3.975  -0.7998
O  -1.486  0.089  -3.111  -0.0211
O  0.601  -0.083  -3.795  -0.0600
H  -2.230  -0.331  -5.440  0.0667
O  2.112  1.699  -1.938  -0.6392
S  3.595  1.804  -1.842  0.9820
C  4.157  1.921  -3.607  -0.2769
C  4.772  3.295  -3.822  -0.2357
C  3.971  4.263  -2.957  -0.2373
C  3.913  3.617  -1.584  -0.2883
H  3.255  1.768  -4.200  0.1015
H  4.857  1.111  -3.798  0.0865
H  4.746  3.582  -4.874  0.1180
H  5.815  3.295  -3.495  0.1137
H  2.967  4.387  -3.370  0.0983
H  4.439  5.248  -2.918  0.1170
H  3.124  4.002  -0.944  0.0941
H  4.870  3.692  -1.070  0.0897
I  -0.503  5.508  -4.312  0.8561
C  -1.194  4.151  -2.852  -0.6744
C  -2.440  4.296  -2.267  -0.1177
C  -2.813  3.361  -1.315  -0.0275
C  -1.927  2.350  -0.983  -0.0946
N  -0.735  2.220  -1.555  0.0159
C  -0.377  3.100  -2.477  -0.2008
H  -3.097  5.108  -2.541  0.1016
H  -3.780  3.414  -0.840  0.1122
H  -2.187  1.619  -0.229  0.1159
H  0.599  2.962  -2.921  0.0802

Forces on atoms 1 to 2 (eV/Å):
-0.054 0.703 -0.203
0.001 0.187 -0.006

Results
ΔE to the lowest compared entry with this formula, charge and spin: 19.0 kcal per mole
E_HOMO (spin up / spin down): -7.53 / -7.59 eV
Electronic energy: -6903.442111 Ha
Multiplicity: 5
Gap between HOMO and LUMO (spin up / spin down): 6.73 / 7.73 eV